[1]
The following is a quantum chemistry calculation of an isolated ion of composition C4H7INO and charge +1, from the Open Molecules 2025 dataset.

Structure (XYZ):
```
14
Properties=species:S:1:pos:R:3
C -0.82244 -0.84170 -0.01039
C 0.66135 -0.73857 -0.08302
C 1.11462 0.64639 -0.48308
C 1.32232 1.61483 0.39137
N -1.53889 0.24040 -0.10327
O -1.44701 -1.96115 0.16499
I -3.57896 0.28375 0.01159
H 1.06006 -0.98970 0.90825
H 1.04742 -1.48645 -0.78270
H 1.24832 0.80866 -1.54245
H -1.04156 1.12366 -0.24321
H 1.22230 1.46398 1.45522
H 1.64531 2.59298 0.08063
H -0.89285 -2.75705 0.23606
```

The largest force on an atom is 0.71 eV Å⁻¹. As for the charge: +1. Its frontier orbital gap is 9.5 eV. Its LUMO energy is -4.7 eV. The calculation puts the molecular weight at 212.01 g/mol.

Charges computed using Mulliken, reported in e: number 1, C, carries 0.829; number 2, C, carries -0.489; number 3, C, carries -0.524; number 4, C, carries -0.620; number 5, N, carries -0.579; number 6, O, carries -0.449; number 7, I, carries 0.338; number 8, H, carries 0.385; number 9, H, carries 0.435; number 10, H, carries 0.359; number 11, H, carries 0.387; number 12, H, carries 0.266; number 13, H, carries 0.298; number 14, H, carries 0.363



[2]
The following is a quantum chemistry calculation of a 2-piece molecular cluster, CH16N12 overall at a distorted geometry, from the Open Molecules 2025 dataset.

Structure (XYZ):
```
29
Properties=species:S:1:pos:R:3
C -0.44952 1.83564 -1.79120
N 3.79192 -0.77465 -0.18454
N -1.88171 0.06137 1.99918
N -2.13265 -1.90402 -0.61432
N 3.07362 -0.17315 0.93159
N -2.45615 1.11755 1.13560
N -0.74096 -2.29950 -0.76794
N 2.16204 0.78659 0.74126
N -1.47409 1.58642 0.24316
N 0.13066 -1.62414 0.06618
N 0.85915 0.41640 0.62329
N -1.25337 0.93150 -0.94021
N 0.51478 -0.42844 -0.32577
H 0.06984 2.53945 -1.09308
H 0.26444 1.24701 -2.26335
H -1.03514 2.54989 -2.47142
H 4.35384 -0.04987 -0.61675
H 3.10083 -1.25579 -0.73189
H -2.38224 0.05124 2.99109
H -2.04962 -0.91325 1.51336
H -2.21234 -1.02022 -1.22907
H -2.69635 -2.77317 -0.98995
H 3.76033 0.00570 1.70500
H -3.05724 0.63566 0.49927
H -0.34753 -1.96768 -1.70589
H 2.47160 1.39494 0.04048
H -0.53604 1.74370 0.76663
H -0.35317 -1.89481 0.95611
H 0.50506 0.17563 1.51320
```

The largest force on an atom is 4.35 eV Å⁻¹. Its frontier orbital gap (spin up / spin down) is 8.0 / 8.2 eV. Its LUMO energy (spin up / spin down) is 0.9 / 1.0 eV. The calculation puts the molecular weight at 196.22 g/mol.

Charges computed using Mulliken, reported in e: number 1, C, carries -0.818; number 2, N, carries -0.520; number 3, N, carries -0.447; number 4, N, carries -0.482; number 5, N, carries -0.390; number 6, N, carries -0.443; number 7, N, carries -0.477; number 8, N, carries -0.690; number 9, N, carries -0.224; number 10, N, carries -0.209; number 11, N, carries 0.177; number 12, N, carries -0.157; number 13, N, carries -0.060; number 14, H, carries 0.253; number 15, H, carries 0.312; number 16, H, carries 0.287; number 17, H, carries 0.228; number 18, H, carries 0.272; number 19, H, carries 0.271; number 20, H, carries 0.185; number 21, H, carries 0.257; number 22, H, carries 0.282; number 23, H, carries 0.279; number 24, H, carries 0.314; number 25, H, carries 0.307; number 26, H, carries 0.255; number 27, H, carries 0.441; number 28, H, carries 0.338; number 29, H, carries 0.458